A cluster of 16 separate species, C52H100Cl32N8 in total in a non-equilibrium geometry, computed with ωB97M-V/def2-TZVPD.

Results
max |F|: 2.92 eV/Å
total energy: -17205.22845 hartree
HOMO: -7.843 eV
Kohn-Sham gap: 7.63 eV
spin multiplicity: 1

Last column: Mulliken charge in e.
Positions of all 192 atoms, in Å:
Cl: 2.59946 -1.19756 2.99366  0.306
Cl: 4.75819 2.42858 1.41007  0.084
Cl: 2.83298 -2.36809 -3.22075  0.041
Cl: 4.25148 -0.06812 5.08885  -0.105
Cl: 2.36636 -4.61232 -4.74880  -0.102
Cl: 2.10376 6.07363 -0.28884  -0.064
Cl: 3.15936 -6.96566 3.85050  -0.112
Cl: 2.35187 -4.80248 -1.77093  -0.074
Cl: 4.34882 4.83105 2.87856  -0.047
Cl: -3.41634 5.03277 -3.40166  -0.067
Cl: -2.58908 -3.84303 4.54568  -0.021
Cl: 6.49196 4.54452 0.75756  -0.085
Cl: 3.82947 -4.36664 5.05199  -0.084
Cl: 6.62222 3.09821 3.39360  -0.126
Cl: 1.09211 -4.94443 4.30650  0.016
Cl: 3.79442 1.79141 -1.69575  0.140
Cl: 5.39311 0.40754 -3.70257  -0.128
Cl: -3.28905 -6.18128 2.71267  -0.053
Cl: 1.34807 -0.52815 5.46072  -0.049
Cl: -5.29834 3.55559 -1.84851  -0.080
Cl: -4.31215 6.27114 -0.95454  -0.118
Cl: 6.50420 2.43502 -1.83652  -0.075
Cl: 4.81259 -4.42400 -3.26323  -0.094
Cl: 2.28465 1.69875 3.67899  -0.043
Cl: -3.72490 -6.31885 5.52192  -0.081
Cl: 2.89487 -4.43099 2.21409  -0.003
Cl: -2.60264 3.84187 -0.94480  0.106
Cl: -0.43063 7.31076 0.32840  -0.086
Cl: 0.26830 4.67772 1.47488  0.054
Cl: 4.92696 3.41775 -3.95988  -0.119
Cl: 1.63479 7.04313 2.40608  -0.094
Cl: -5.32584 -4.50836 4.01740  -0.101
N: -2.67972 -4.17391 -2.04540  0.218
N: -3.04041 1.55357 7.77199  0.605
N: 6.34718 -3.60078 1.20832  0.486
N: -0.92263 0.16937 1.47239  1.561
N: 1.10370 4.92917 -4.62519  0.215
N: 1.16596 -0.36679 -6.96608  0.138
N: -3.06504 -1.17967 -2.60167  0.568
N: -3.17897 0.96717 3.36216  1.867
C: -0.14556 5.76195 -4.57515  -0.394
C: -2.01726 0.71434 8.37394  -0.783
C: 1.43492 5.25881 -7.11067  -1.513
C: 0.39122 0.72211 -7.62668  0.339
C: 3.25178 1.02985 -6.88979  -1.190
C: -0.25599 -0.72370 -4.71414  0.922
C: 2.61313 0.02366 4.29269  -0.057
C: 6.55545 -1.89112 -0.68749  -1.011
C: -1.44845 -4.39836 -4.18510  -1.523
C: 0.66148 0.20042 -0.11484  0.223
C: 5.61546 -2.79157 0.21373  0.151
C: -0.59745 1.00428 7.77288  -0.670
C: -3.18733 -6.60141 -2.17270  -1.131
C: -3.59671 -3.44554 0.19553  -0.928
C: -3.98457 0.36647 -3.81988  -1.285
C: -4.02963 -0.97639 -3.57185  -0.599
C: -1.33308 -4.25729 -2.71715  0.406
C: -0.47397 -1.09111 1.27269  -0.480
C: -3.67809 -0.36972 3.52788  -0.428
C: -5.49413 1.69670 7.28438  -1.424
C: -4.06152 1.88751 2.74607  -1.051
C: 2.27865 0.08865 -6.07356  0.518
C: -3.92234 4.71134 -1.73816  0.153
C: 0.07909 2.84433 -3.56546  1.111
C: 6.44965 -2.01467 3.04404  -0.576
C: -4.37499 1.00998 8.11513  -0.857
C: 0.48455 -1.12353 0.24494  -1.303
C: -3.71206 -5.25330 4.17250  0.214
C: 7.01304 -4.77163 0.66568  -0.645
C: 0.29802 -1.22934 -6.10256  -1.190
C: 3.06514 -4.07369 -3.24071  0.178
C: 1.16686 4.26232 -5.94299  0.211
C: -0.39998 0.08300 -8.79864  -1.637
C: -3.68974 -5.16764 -2.48250  -0.809
C: 5.13466 2.00733 -2.82490  0.085
C: -2.94371 2.93649 8.14367  -0.699
C: -4.88866 -0.51969 4.54188  -0.837
C: -2.48153 -4.07535 -0.61000  -0.438
C: 2.74470 -5.19080 3.86461  0.035
C: -0.25848 0.99344 0.56371  -1.154
C: 5.57483 3.79401 2.07627  0.192
C: 7.24034 -2.81162 2.05813  -0.780
C: -3.08214 0.96173 -2.93318  0.020
C: -1.53524 2.50041 4.39673  -1.326
C: -3.27316 3.27286 9.57984  -1.551
C: -0.20482 6.54301 -3.21243  -0.838
C: -4.16042 1.80565 1.18462  -1.037
C: 6.03743 -5.90505 0.33196  -0.767
C: 0.87256 6.29249 0.98842  0.127
C: -2.59734 1.43133 4.59105  -0.489
C: -2.51649 -0.00939 -2.16613  -0.313
C: 1.24867 3.92742 -3.57531  0.832
H: 0.81738 -2.15568 -5.85707  0.195
H: -1.03921 5.15084 -4.70169  0.234
H: -4.58805 -1.80758 -3.97644  0.486
H: 5.91204 -2.64055 3.75633  0.059
H: -4.48648 0.82939 0.82589  0.221
H: 0.26499 -0.43820 -9.48731  0.365
H: -0.31833 2.02947 8.01617  0.276
H: -5.24854 1.98359 6.26189  0.353
H: 6.99353 -1.22362 3.56031  0.435
H: -1.80671 3.33621 3.75187  0.531
H: -3.62599 3.36988 7.41240  0.435
H: 7.32342 -2.53119 -1.12183  0.288
H: -3.91795 -7.33747 -2.50811  0.463
H: -3.40179 1.84121 5.20175  -0.307
H: 0.23316 2.10162 -2.78268  0.066
H: -4.68670 2.61914 0.68526  0.589
H: -0.45445 5.85471 -2.40496  -0.098
H: 0.55721 5.88835 -7.25699  0.407
H: 1.09724 4.48373 -2.65028  -0.264
H: 0.11031 2.29415 -4.50590  -0.710
H: -3.72053 2.89285 2.99329  0.516
H: -0.23959 1.24207 -6.90570  -0.087
H: -0.71259 0.94783 6.69045  -0.306
H: -2.85583 -1.02147 3.82319  0.235
H: 0.19172 0.36051 8.16130  0.506
H: -3.91548 -0.78935 2.55031  0.066
H: -0.90896 3.23970 -3.32981  -0.398
H: -0.98889 -3.24291 -2.51554  -0.211
H: -3.89693 -5.02714 -3.54337  0.424
H: 1.98666 0.59479 -5.15342  -0.078
H: 2.03953 3.60987 -5.91374  -0.212
H: 5.68481 -6.43441 1.21714  0.224
H: -0.98855 -1.82992 1.86916  0.750
H: -1.54514 0.41507 2.22883  -0.436
H: 4.87388 -2.09911 0.61204  -0.058
H: 5.19070 -5.50001 -0.22221  0.019
H: -2.07863 0.75016 9.46162  0.461
H: -0.69761 -5.01165 -2.25322  0.514
H: 6.55630 -6.67005 -0.24565  0.379
H: -3.28622 -3.46780 1.24013  0.001
H: -5.80088 -0.00559 4.23915  0.293
H: -2.16884 -5.03517 -0.19882  0.739
H: -2.85187 2.58989 10.31752  0.295
H: 0.24689 3.70290 -6.11277  0.179
H: 2.35085 5.82556 -6.94348  0.334
H: -2.19006 0.64585 5.22764  0.551
H: -4.34218 3.30820 9.78973  0.302
H: -5.02685 1.77795 3.24027  0.323
H: -1.74509 -0.02340 -1.41039  0.393
H: -5.79910 2.58177 7.84272  0.330
H: 7.68578 -4.55756 -0.16481  0.316
H: 7.89237 -3.49157 2.60641  0.437
H: -0.48741 -1.73049 -6.66830  0.381
H: -1.46937 2.98999 5.36836  0.417
H: -1.91742 3.20365 7.89175  0.564
H: 2.74933 1.98662 -7.03207  0.040
H: -4.65814 -4.98587 -2.01639  0.506
H: 7.12822 -1.12334 -0.16735  0.326
H: 1.42387 0.55398 -0.79320  0.149
H: 7.98655 -2.28477 1.46340  0.379
H: -1.63937 -5.41257 -4.53588  0.458
H: -4.56019 1.12437 9.18317  0.550
H: -4.54554 -3.96920 0.07894  0.439
H: -0.34409 2.06988 0.54464  -0.109
H: 1.04789 1.43262 -8.12874  0.408
H: -2.93130 -2.09160 -2.18864  0.172
H: 0.76280 7.01451 -3.04064  0.339
H: 3.47988 0.63147 -7.87840  0.397
H: -3.71533 -2.37998 -0.00101  0.048
H: -2.99951 -6.76624 -1.11173  0.219
H: -0.98270 0.82003 -9.35121  0.437
H: 0.89178 -2.01784 -0.20315  0.739
H: -4.98521 -1.58908 4.72939  0.263
H: -3.14906 1.70856 0.78986  -0.226
H: -4.68614 -0.08083 5.51886  -0.050
H: 2.20102 3.39723 -3.58004  -0.795
H: -0.80522 -1.53325 -4.23343  -0.534
H: 4.94276 -3.35281 -0.43480  -0.206
H: -0.94868 7.31954 -3.03415  0.421
H: -2.11880 -3.71511 -4.70655  0.295
H: -2.28409 -0.28645 8.03435  0.409
H: 7.69594 -5.21792 1.38857  0.441
H: -4.30310 -0.04889 7.86670  0.509
H: -0.88790 0.15253 -4.85915  0.019
H: -2.80319 4.22581 9.82299  0.417
H: 1.61076 4.73015 -8.04753  0.428
H: -4.54956 0.89569 -4.57294  0.520
H: -0.46237 -4.20902 -4.60922  0.070
H: 5.76534 -1.32870 2.54478  0.035
H: 5.86973 -1.45141 -1.41173  0.145
H: -6.43227 1.14208 7.26465  0.376
H: 0.51258 -0.38996 -4.01699  -0.023
H: 2.90091 -0.75760 -5.78245  0.077
H: -0.12318 6.51023 -5.36741  0.393
H: -2.71330 1.96825 -3.06454  0.284
H: -1.60698 -3.43289 -0.50749  -0.008
H: -0.58396 2.03860 4.13234  -0.122
H: -1.11285 -0.65241 -8.42568  0.330
H: -2.29909 -6.89975 -2.72959  0.210
H: 4.18425 1.22895 -6.36161  0.237

A cluster of 4 separate species, C52H101BrClF5N5O6 in total in a non-equilibrium geometry, computed with ωB97M-V/def2-TZVPD.

Results
<S²>: 3.76
max |F|: 1.85 eV/Å
total energy: -6300.50489 hartree
HOMO (alpha / beta): -8.143 / -8.698 eV
Kohn-Sham gap (alpha / beta): 8.63 / 8.93 eV
spin multiplicity: 4

Last column: Mulliken spin population.
Positions of all 171 atoms, in Å:
Br: 0.61312 -1.39813 -0.36738  0.001
Cl: 1.90654 -3.46999 -4.14329  0.000
F: 5.53553 3.71861 -5.12656  0.000
F: 6.28352 2.38952 -3.54722  0.000
F: 7.27719 2.44374 -5.49614  0.000
F: 5.78467 0.20741 -5.21512  0.000
F: 4.94740 1.57586 -6.71299  0.000
O: -1.98209 -4.23510 5.72216  0.544
O: -0.27398 -1.42417 -3.04533  0.000
O: 3.08096 -0.41206 -2.25330  0.000
O: -3.30197 0.85835 -2.15418  0.001
O: 0.53759 7.53146 -0.06827  0.588
O: -4.34312 -2.31969 0.65658  0.554
N: -1.25680 -5.28892 5.91862  0.375
N: 0.67323 7.81244 -1.32443  0.313
N: 4.70664 -2.04807 -1.87285  0.000
N: 2.09330 4.56194 0.96433  0.001
N: -4.56220 -3.07528 1.68318  0.326
C: 2.41039 8.10919 -3.09813  0.016
C: 1.00303 -4.13441 -1.67282  0.000
C: -1.32509 -5.42657 3.46074  -0.054
C: 1.60924 -2.93762 -2.44451  0.000
C: -2.71541 -0.37117 -1.78416  -0.025
C: -4.36010 2.81520 -1.32227  0.000
C: 2.05862 8.29039 -1.60899  0.023
C: 0.77561 -4.71656 4.60158  0.023
C: 1.70249 -0.22694 -4.36849  0.000
C: 1.43190 2.28008 -2.87685  0.004
C: -0.26927 10.10988 -1.39914  0.026
C: 0.67485 3.48888 -0.71307  0.004
C: 5.92260 -1.44807 -1.29476  0.000
C: 1.79929 -0.33466 -2.83272  0.000
C: -1.76447 8.12150 -1.19592  -0.008
C: 1.89147 -4.58127 -0.51213  0.000
C: 3.05887 7.43126 -0.84416  -0.012
C: -1.41475 -2.24260 -2.78835  0.007
C: -0.46845 8.64796 -1.80168  0.021
C: -7.39125 -3.21123 2.37854  -0.017
C: -3.25569 1.80087 -1.10196  0.001
C: -4.29194 -0.95550 2.91179  -0.011
C: 0.70326 -4.29219 7.07917  0.023
C: 6.27391 -2.06086 0.07358  0.000
C: 2.21636 9.75660 -1.20776  0.025
C: 6.12427 -1.03848 1.21015  0.000
C: -0.52884 -5.18632 7.22053  0.022
C: -1.47515 -3.40854 -3.78975  0.000
C: 0.89873 -1.56733 -2.35446  0.000
C: -0.63799 8.53660 -3.33074  0.020
C: 2.84365 0.36813 -5.22399  0.000
C: 5.13075 1.39584 -5.36263  0.000
C: 3.79331 1.42697 -4.65299  0.000
C: -2.61904 -1.31342 -2.98215  -0.010
C: 1.59013 -4.66686 5.89306  -0.019
C: -1.46307 -4.60614 8.27619  -0.002
C: -5.35081 -4.28402 1.28749  0.021
C: -5.05979 -2.27095 2.84140  0.019
C: 2.09595 3.61540 -0.16443  0.003
C: -0.12045 -6.57844 7.73796  0.013
C: -0.45662 -5.61641 4.69767  0.047
C: 4.08456 -1.18167 -2.87430  0.000
C: 1.11158 10.65517 -1.76447  -0.021
C: -5.15735 -5.42896 2.29719  0.035
C: -4.82818 -4.80805 -0.04568  -0.012
C: 6.08232 2.50698 -4.88289  0.000
C: -6.55275 -1.97478 2.69164  0.023
C: -0.03305 -7.09945 4.69450  0.012
C: 0.57904 3.38905 -2.23375  -0.023
C: 1.16793 0.93290 -2.19652  0.000
C: -4.77510 -2.99283 4.17378  0.044
C: -6.83560 -3.94504 1.16036  0.021
H: 1.21010 10.75520 -2.84874  0.000
H: -1.64293 8.84690 -3.61535  0.001
H: -6.69525 -1.24502 1.88761  0.004
H: -5.33158 2.39230 -1.08465  0.000
H: 2.97232 7.54574 0.23424  0.002
H: 5.75182 -0.38552 -1.15527  0.000
H: -3.29813 -0.84863 -0.99792  0.042
H: 2.13677 7.11018 -3.44039  -0.010
H: -0.95827 -7.27409 7.67891  -0.010
H: 0.45886 -3.70024 4.34653  0.004
H: 0.19798 2.60575 -0.28439  -0.001
H: 2.23064 -3.73481 0.07787  0.000
H: -0.84930 -7.73810 5.03372  -0.011
H: 0.04255 9.17101 -3.89395  0.001
H: -2.29722 2.32735 -1.11329  0.000
H: 0.79560 0.32793 -4.58257  0.000
H: 1.94018 8.83677 -3.75470  0.001
H: -3.75718 -5.01224 0.00763  0.002
H: -5.00366 -4.10892 -0.86123  0.004
H: 2.38982 2.63064 0.20543  0.000
H: -0.50460 7.50616 -3.66197  -0.007
H: 3.19308 10.11313 -1.54179  0.002
H: 2.92683 6.37546 -1.08309  0.001
H: -0.45810 3.21259 -2.52024  -0.001
H: -5.69505 -5.28861 3.23090  0.000
H: 3.03031 4.85087 1.19993  0.000
H: -4.32514 3.12773 -2.36113  0.000
H: -4.60052 -0.40889 3.80157  0.000
H: 3.44957 -0.45408 -5.60214  0.000
H: -2.51470 -3.56534 -4.06692  0.000
H: -0.00876 -3.96620 -1.32497  -0.001
H: 1.66087 4.13826 1.76918  0.000
H: 6.76048 -1.58492 -1.98110  0.000
H: -1.61706 -4.38813 3.31074  0.008
H: -2.50441 -0.74422 -3.89935  -0.001
H: -0.94589 -3.14477 -4.69732  0.000
H: 5.68052 -2.94758 0.26531  0.000
H: -1.12627 -4.34855 -3.37560  0.000
H: 4.97640 -2.89802 -2.34911  0.000
H: 0.88264 4.33940 -2.67491  0.023
H: -4.21901 3.68250 -0.68140  0.000
H: -1.74350 -3.57782 8.05839  0.001
H: -7.43090 -3.87885 3.24328  -0.001
H: -5.52822 -6.36074 1.86984  0.001
H: 7.32494 -2.33989 0.03568  0.000
H: 1.32469 -5.22332 0.15867  0.000
H: 3.94939 1.37859 -3.58252  0.000
H: 5.94589 -1.52034 2.16542  0.000
H: 0.17870 -6.50718 8.78324  0.000
H: 1.50084 -1.19633 -4.80422  0.000
H: 1.18624 2.29232 -3.93510  0.000
H: -1.49117 -2.61443 -1.76859  -0.001
H: 5.29955 -0.35788 1.00886  0.000
H: -4.48376 -0.31802 2.05006  0.008
H: 3.40095 2.41949 -4.86064  0.000
H: -2.60484 8.68146 -1.60482  0.000
H: 1.27913 -4.33548 8.00584  0.000
H: 0.09014 0.82012 -2.13654  0.000
H: -0.76820 -5.74071 2.57868  -0.001
H: -6.91018 -1.50163 3.60840  0.002
H: -1.04747 10.71550 -1.86877  0.003
H: -5.33999 -5.73776 -0.29145  0.000
H: -8.42210 -2.91074 2.18178  0.001
H: 2.76183 -5.12573 -0.86780  0.000
H: 0.84277 -7.30550 5.30504  0.002
H: 7.02221 -0.42844 1.26021  0.000
H: 0.06810 4.33162 -0.38860  -0.006
H: 2.38873 -3.93017 5.78990  0.001
H: 0.38042 -3.25298 6.96141  0.004
H: -3.37134 1.30311 -0.13820  -0.001
H: 3.48491 8.22526 -3.23793  0.001
H: -3.77975 -3.43619 4.17230  -0.021
H: 2.21406 9.83194 -0.11580  0.005
H: 1.40227 -5.06272 3.77693  0.002
H: 0.95441 -4.98105 -2.35198  0.000
H: 3.72718 -1.79712 -3.69224  0.000
H: 1.22355 11.66194 -1.35762  0.001
H: 1.60776 1.03036 -1.21301  0.000
H: -5.49803 -3.76838 4.41811  0.005
H: -7.39474 -4.86784 0.99195  0.002
H: 4.84870 -0.52598 -3.28928  0.000
H: 2.58549 -2.79262 -1.99502  0.000
H: 2.38369 0.78960 -6.11309  0.000
H: -1.90732 7.06653 -1.43538  0.001
H: 2.47363 2.55057 -2.72078  0.000
H: -4.10165 -5.56397 2.52667  -0.018
H: 0.72443 -7.01402 7.21130  0.001
H: 4.07237 7.72027 -1.12387  0.000
H: -2.22871 -6.03333 3.52842  0.015
H: -2.37459 -5.19942 8.36082  -0.001
H: 2.08497 -5.62504 6.07297  -0.001
H: -0.96041 -4.61451 9.24256  0.001
H: 2.80516 3.95119 -0.91397  -0.001
H: -3.21717 -1.13304 2.97571  0.000
H: -6.98852 -3.32175 0.27333  0.005
H: 0.22731 -7.40696 3.68232  0.000
H: -4.80940 -2.28309 4.99949  0.000
H: -1.78849 8.23283 -0.11401  0.002
H: -3.51177 -1.92967 -2.98400  -0.002
H: -0.40883 10.20660 -0.31784  0.004
H: -1.71044 -0.21460 -1.38348  -0.006

Q: Which formula does entry 1 have?
A: C52H100Cl32N8

Q: Which value of max |F| does entry 1 give?
A: 2.92 eV/Å

Q: spin multiplicity of number 1 (C52H100Cl32N8)?
A: 1

Q: Which value of max |F| does entry 1 give?
A: 2.92 eV/Å